(1)
8
Properties=species:S:1:pos:R:3:forces:R:3 method="wB97M-V/def2-TZVPD" energy_ha=-4222.5664 e_lumo_ha=-0.08335 gap_ev=7.8
N -1.341939 -1.447601 -0.772004 1.996 -0.159 0.916
N -0.940670 0.722413 0.821837 0.011 0.239 0.038
N 1.119890 -0.946319 0.247104 0.273 -1.527 -0.643
P 0.199253 -2.110471 -0.474565 -2.149 2.153 -0.034
P -1.997147 -0.095295 -0.083294 -0.256 -1.379 -0.750
P 0.574213 0.481617 0.503570 0.098 2.042 -1.275
Cl 0.577669 1.703647 -2.027038 0.151 -1.103 2.303
Br 1.808731 1.692009 1.784389 -0.125 -0.267 -0.556



(2)
28
Properties=species:S:1:pos:R:3:forces:R:3 method="wB97M-V/def2-TZVPD" energy_ha=-1512.3950 s2=2.0114 e_lumo_ha="0.02142 / -0.08395" gap_ev="8.4 / 6.4" multiplicity=3
C 3.444010 0.100407 -0.341858 0.431 0.808 0.027
C 2.602140 -1.086700 -0.727373 2.908 0.337 0.261
C 2.701037 1.364785 -0.627731 -2.055 2.045 1.718
C 0.195040 0.151901 -0.511098 -0.515 0.655 1.100
C -2.615330 -1.099720 -0.671085 -2.923 2.899 1.080
C -2.484336 1.667016 0.576819 -1.999 -0.649 -3.081
C -1.248507 -0.560645 2.158215 -1.182 3.906 -1.692
O 0.582999 -2.443013 -0.094776 -1.170 -2.098 -0.373
O 1.580028 0.749658 1.717657 0.138 0.512 0.943
Si -1.569639 0.056860 0.309617 0.353 -0.578 0.989
S 1.116451 -1.117613 0.049359 -0.847 -1.478 0.607
S 1.103158 1.373069 0.455672 1.373 1.839 -1.248
H 3.732809 0.086620 0.752294 -0.597 -0.164 -0.886
H 4.389458 0.288127 -0.852578 0.158 -1.019 -0.333
H -1.013331 -0.833848 -3.137660 0.068 -0.006 -0.079
H 3.099804 -2.056149 -0.591742 -0.429 0.144 -0.607
H 3.179337 2.284964 -0.196006 -0.073 -0.854 -0.777
H 2.280451 1.532800 -1.629139 0.647 -0.196 0.128
H -0.300116 -0.813151 -3.346391 -0.073 -0.014 0.000
H -2.071639 -1.750592 -1.220320 1.617 -2.491 -1.438
H -3.333323 -1.562635 0.044152 0.428 -0.002 -0.742
H -3.202155 -0.459123 -1.405047 0.483 -0.791 0.839
H -3.052908 1.508478 1.442540 -0.625 -0.120 1.598
H -1.955787 2.554328 0.651199 1.311 1.651 0.409
H -3.325022 1.912622 -0.197237 1.629 -0.695 0.877
H -0.299307 -0.087796 2.455896 -0.646 -0.494 0.536
H -2.179144 -0.202510 2.669448 1.020 0.342 -0.020
H -1.356183 -1.558133 2.267176 0.569 -3.489 0.164



(3)
125
Properties=species:S:1:pos:R:3:forces:R:3 method="wB97M-V/def2-TZVPD" energy_ha=-4272.4613 e_lumo_ha=-0.11704 charge=+1 gap_ev=5.8
Sc 18.598997 14.617933 16.020439 -0.346 -0.270 1.149
C 15.959998 9.117876 8.223743 -0.847 1.241 -1.077
O 16.789882 8.851778 9.303508 0.513 -0.040 0.438
C 16.982281 9.866288 10.196174 0.153 -0.646 0.749
C 17.629663 9.473463 11.386031 -0.115 0.415 -0.055
C 17.953956 10.446580 12.331088 -0.681 -1.045 -1.188
C 17.533303 11.738381 12.161644 0.115 0.529 -0.545
C 16.835831 12.098661 10.995640 -0.357 1.230 1.198
C 16.536959 11.196208 10.019894 0.672 -1.867 -0.863
C 17.811326 12.709993 13.245277 -1.366 -0.410 -0.659
C 18.845795 13.576708 13.094809 1.432 0.575 -0.307
C 19.682136 13.653764 11.895122 0.294 0.764 0.663
C 20.495491 14.741361 12.056909 -1.129 -1.093 -0.434
C 20.189459 15.284938 13.330578 -0.549 0.408 1.079
N 19.176434 14.546011 13.987964 1.234 0.875 -1.440
C 20.802028 16.442883 13.758099 -0.016 0.658 1.848
C 20.441871 17.085335 15.034033 -0.331 -1.449 -1.988
C 20.996811 18.291922 15.500028 -0.026 0.820 1.175
C 20.319092 18.642765 16.657006 -0.744 -1.869 -1.477
C 19.310102 17.620626 16.780734 -1.145 0.516 1.502
C 18.251054 17.736917 17.718091 1.531 -0.017 0.294
C 18.238231 18.924516 18.592557 0.297 1.075 1.214
C 18.859331 19.063356 19.856804 -0.857 0.103 -0.418
C 18.525237 20.135311 20.686149 -0.239 -0.698 -2.225
C 17.713218 21.164550 20.232509 -0.766 -0.213 -1.542
O 17.660166 22.210979 21.062802 -0.381 0.936 0.524
C 16.505102 23.073972 21.080132 0.277 -0.659 -1.358
C 17.082069 21.067760 18.945877 1.788 -1.016 1.376
C 17.385455 19.944701 18.183325 -0.160 -0.077 0.208
C 17.163607 16.903855 17.908313 0.404 0.610 0.670
N 16.946264 15.798614 17.192472 -1.427 -0.960 -0.746
C 15.691510 15.375510 17.571866 0.759 -0.013 -1.555
C 14.986578 14.397040 16.819009 0.177 1.476 1.167
C 13.568274 14.293383 17.257507 1.013 -2.397 -1.212
C 12.544354 15.109393 16.848347 0.816 1.098 0.020
C 11.295580 14.881248 17.311513 -2.461 0.564 -0.263
C 10.986989 13.768917 18.055970 -0.856 -1.334 -0.013
O 9.730489 13.425286 18.468200 -0.046 0.575 -0.133
C 8.673701 14.299909 18.039589 1.581 -0.542 -0.914
C 11.967887 12.817179 18.305636 0.725 0.506 0.930
C 13.266780 13.091901 17.913436 -0.587 0.245 0.725
C 15.502973 13.653877 15.785350 -0.305 -0.825 -0.216
C 14.740243 12.663269 15.058569 0.772 0.031 -1.290
C 15.533580 12.184625 14.050189 -1.416 0.644 1.798
C 16.776454 12.854970 14.161742 0.596 0.068 0.581
N 16.781475 13.684096 15.247988 -0.051 0.454 0.119
C 15.154344 16.204716 18.621820 0.187 0.234 0.337
C 16.109222 17.151476 18.880469 0.002 -0.698 -0.818
N 19.395604 16.651183 15.836570 1.305 0.420 -0.823
C 21.834361 17.094521 12.856085 -0.972 -0.142 0.222
C 21.385485 18.052975 11.940833 -0.463 0.776 1.611
C 22.269023 18.793630 11.194815 0.928 -1.197 0.730
C 23.625254 18.490596 11.251710 -0.390 -1.614 0.527
O 24.559990 18.976687 10.460039 0.778 0.649 -0.848
C 24.311444 20.170974 9.734337 1.532 0.482 0.718
C 24.089315 17.456851 12.097729 0.032 -0.031 -0.182
C 23.194700 16.767550 12.899035 -0.126 -0.248 0.674
H 15.695529 8.220382 7.680155 0.602 -0.393 0.007
H 16.392682 9.881634 7.505416 -0.413 -0.832 0.756
H 14.995032 9.467903 8.602010 -0.040 0.386 -0.136
H 17.836010 8.430676 11.649262 0.004 0.341 -0.685
H 18.477564 10.127391 13.199100 0.330 -0.017 0.753
H 16.418843 13.116474 10.924766 0.462 -0.430 -0.020
H 16.058839 11.432348 9.076071 -0.116 0.347 0.353
H 19.571734 12.993640 11.062503 0.043 -0.137 -0.333
H 21.133065 15.289020 11.388736 0.229 -0.467 -0.320
H 21.776622 18.840014 15.009651 0.241 0.037 -0.117
H 20.314258 19.451981 17.339005 0.506 0.802 0.126
H 19.540867 18.327987 20.259804 -0.012 -0.307 -0.180
H 18.882357 20.183862 21.660052 0.789 0.219 1.536
H 16.790397 23.885376 21.758007 -0.377 -0.139 -0.355
H 15.673236 22.461391 21.466421 0.037 0.584 -0.128
H 16.285120 23.424341 20.014524 0.160 -0.147 1.591
H 16.482293 21.807313 18.496192 -0.689 0.880 -0.049
H 16.915766 19.768249 17.225446 -0.197 0.391 -0.115
H 12.611251 16.007939 16.241334 0.802 -0.205 -0.023
H 10.508760 15.574983 16.990100 0.338 -0.358 0.283
H 7.781006 13.892557 18.420553 -1.014 -0.287 0.570
H 8.635451 14.319172 16.942126 -0.100 -0.057 0.143
H 8.888806 15.290637 18.378253 -0.261 0.739 0.428
H 11.785138 12.018109 19.014555 -0.285 -0.248 -0.439
H 14.046412 12.395881 18.226676 -0.034 0.279 -0.311
H 13.714102 12.377763 15.095136 -0.528 0.179 0.663
H 15.130194 11.503196 13.355513 0.298 -0.659 -0.930
H 14.170350 16.083419 19.082759 0.553 0.010 -0.163
H 16.167399 17.931857 19.618297 -0.347 0.056 0.015
H 20.367861 18.494628 11.982877 0.454 -1.032 -0.024
H 21.827879 19.558765 10.658599 -0.235 1.545 -1.377
H 25.314174 20.353867 9.273859 -1.139 0.272 0.152
H 24.057522 20.958807 10.464014 0.150 -0.016 -0.425
H 23.529602 20.106528 8.998409 -0.310 -0.340 -0.390
H 25.160634 17.198000 12.053696 -0.693 0.237 0.119
H 23.525781 15.985696 13.626047 -0.155 0.730 -0.813
O 21.040534 14.133636 16.087495 -0.904 0.956 0.929
H 21.433559 13.272392 16.085391 0.208 -1.187 -0.005
H 21.360904 14.596084 15.326376 0.457 0.577 -0.935
O 19.046224 12.193496 16.245239 -1.081 0.647 -0.054
H 19.872385 11.662686 16.308239 -0.098 0.134 -0.261
H 18.308453 11.719555 15.822482 0.601 -0.011 0.233
S 23.775427 10.070127 15.860882 -0.376 -0.141 0.756
C 22.285815 10.836712 15.431755 0.911 -0.351 -0.159
N 21.582540 11.304485 16.386565 -0.501 -0.075 1.397
C 22.147400 10.996731 17.643800 -0.524 0.773 -0.258
C 21.584554 11.339928 18.896580 0.147 -0.634 -1.431
C 22.201474 10.913266 20.036069 -0.121 0.388 1.235
C 23.405564 10.187636 19.981885 -0.603 0.266 -1.630
C 23.922234 9.851914 18.740329 0.443 0.195 0.092
C 23.340431 10.305922 17.559348 -0.164 -0.254 -0.139
H 21.970999 10.899071 14.410411 0.038 0.143 -0.486
H 20.630057 11.824135 18.898952 -0.360 0.375 0.137
H 21.704307 11.178781 20.989484 0.617 -0.345 -0.525
H 23.951786 9.880575 20.831883 0.171 -0.299 0.924
H 24.797850 9.249976 18.668572 0.632 -0.296 0.136
C 21.478569 15.780648 20.715019 -0.373 1.357 1.425
N 20.316451 15.436592 19.986026 -2.546 -0.984 -0.830
C 19.017324 15.114768 20.499816 1.438 -0.189 -2.597
C 18.262090 14.641113 19.449778 2.042 0.337 -0.004
N 19.094493 14.701614 18.302899 -0.436 -0.655 0.519
C 20.264936 15.164840 18.683520 -0.286 -0.442 -0.287
H 21.948801 14.930685 21.179950 0.185 -0.238 0.198
H 21.145792 16.522589 21.450519 0.280 -0.412 0.424
H 22.168514 16.355096 20.139214 0.552 -0.013 -0.852
H 18.863148 15.404970 21.473856 -0.784 0.098 2.035
H 17.257423 14.213426 19.413690 0.473 0.514 0.055
H 21.089448 15.253869 17.997509 0.154 0.194 0.136



Quick rundown of energy above the lowest of the compared OMol25 structures with the same formula, charge and spin, same order as above: 176.86, 22.34, 147.31 kJ/mol